Entry from the OMol25 dataset: a molecular structure, C32H19F15GeMnN5S (ωB97M-V/def2-TZVPD).

Geometry as ORCA input:
```
! wB97M-V def2-TZVPD RIJCOSX def2/J DEFGRID3
* xyz 2 1
Mn -0.51767 -1.31376 0.46537
N -0.58950 0.03789 -1.01296
C -1.42811 -0.26980 -2.21550
C -2.87384 -0.56193 -1.82366
C -3.24786 -2.04427 -1.76463
C -2.35511 -2.92975 -0.90833
N -2.18193 -2.37350 0.46928
H -0.96463 0.88206 -0.57778
H 0.34891 0.30441 -1.30606
H -0.97494 -1.11695 -2.73515
H -1.37582 0.58372 -2.88990
H -3.53737 -0.08282 -2.54217
H -3.09259 -0.06574 -0.87094
H -3.24384 -2.46174 -2.77328
H -4.27690 -2.13490 -1.40860
H -1.35638 -3.04685 -1.34572
H -2.77800 -3.93125 -0.84112
H -2.08810 -3.11742 1.16045
H -3.01971 -1.86665 0.75371
N 7.82890 -3.73641 -5.52516
C 7.00354 -3.60734 -4.73812
C 5.96460 -3.44450 -3.75575
C 6.28584 -2.97608 -2.48284
C 5.28652 -2.81116 -1.54031
C 3.98407 -3.12723 -1.89132
C 3.64761 -3.60497 -3.14698
C 4.64939 -3.75838 -4.09005
N 2.94381 -2.95385 -0.90531
C 2.90734 -3.53334 0.34659
C 1.77731 -3.08802 0.94261
N 1.11804 -2.23969 0.06624
C 1.86260 -2.19014 -1.04076
H 7.31266 -2.73739 -2.24399
H 5.50863 -2.43407 -0.55042
H 2.62358 -3.87249 -3.37307
H 4.42334 -4.13219 -5.07876
H 3.68523 -4.19955 0.67694
H 1.39244 -3.30368 1.92418
H 1.65970 -1.62203 -1.93390
F -0.81784 2.18188 4.36424
C -1.62597 1.41350 5.11167
C -1.41591 0.04277 5.12717
C -2.25434 -0.71923 5.92630
F -2.08591 -2.04499 6.00742
C -3.27071 -0.14870 6.67024
F -4.05940 -0.89939 7.42165
C -3.45666 1.22563 6.62367
F -4.42179 1.77975 7.32568
C -2.62910 2.01927 5.83954
F -2.80512 3.32925 5.79793
Ge 0.07448 -0.64967 4.11383
S -0.41794 0.09584 2.00318
C 1.75732 0.18264 4.58245
C 2.82959 0.23245 3.70716
F 2.73653 -0.35718 2.49767
C 4.02646 0.83362 4.03398
F 5.03301 0.85215 3.16824
C 4.17181 1.40591 5.29035
F 5.30875 1.98080 5.62084
C 3.12493 1.36218 6.19884
F 3.26573 1.89745 7.39805
C 1.93882 0.75014 5.83347
F 0.94769 0.70612 6.72718
C 0.20759 -2.59731 4.15206
C 1.30809 -3.28805 4.64183
F 2.36224 -2.63168 5.12310
C 1.37062 -4.67500 4.64161
F 2.43884 -5.29650 5.10569
C 0.30820 -5.40789 4.13481
F 0.35869 -6.72151 4.11085
C -0.81138 -4.74750 3.64436
F -1.83287 -5.43141 3.14105
C -0.83780 -3.37040 3.67745
F -1.95010 -2.75652 3.21180
*
```

LUMO energy (spin up / spin down) = -7.36 / -7.37 eV
frontier orbital gap (spin up / spin down) = 6.7461 / 6.7360 eV
HOMO level (spin up / spin down) = -14.106 / -14.106 eV
E = -6628.0855 hartree

These are the Mulliken partial charges, in e, on atoms 1 to 2:
1 Mn 0.09
2 N -0.43